# 1
96
Properties=species:S:1:pos:R:3 method="wB97M-V/def2-TZVPD" e_tot_ev=-155798.5410 homo_energy_ev=-0.58 mol_weight_g_mol=915.62 e_lumo_ev=4.31 gap_ev=4.9 total_charge=-2
O 3.65 3.94 -2.65
C 2.97 3.20 -2.08
Co 1.91 2.14 -1.16
C 2.92 2.17 0.28
O 3.72 2.18 1.12
C 0.69 3.40 -0.83
O 0.01 4.31 -0.60
C 1.58 0.89 -2.44
C 1.95 0.32 -1.20
C 2.54 -0.76 -0.59
C 3.98 -0.86 -0.76
C 4.64 -0.19 -1.82
C 6.03 -0.04 -1.85
C 6.81 -0.70 -0.90
C 6.19 -1.49 0.08
C 4.80 -1.59 0.13
Co -0.22 0.25 -2.29
C -0.24 -1.42 -1.79
O -0.25 -2.56 -1.58
C -0.54 -0.01 -3.98
O -0.77 -0.23 -5.10
P -1.87 1.37 -1.73
C -2.12 1.75 0.05
C -3.40 2.06 0.55
C -3.54 2.55 1.84
C -2.42 2.73 2.66
C -1.17 2.30 2.21
C -1.04 1.74 0.94
C -2.24 2.93 -2.62
C -2.70 4.08 -1.95
C -2.97 5.25 -2.66
C -2.73 5.31 -4.04
C -2.27 4.18 -4.71
C -2.04 2.99 -4.01
C -3.38 0.35 -2.03
C -4.36 0.66 -2.98
C -5.35 -0.29 -3.28
C -5.37 -1.52 -2.62
C -4.43 -1.80 -1.62
C -3.44 -0.86 -1.33
H 2.09 0.77 -3.40
H 1.99 -1.54 -0.06
H 4.05 0.25 -2.63
H 6.48 0.58 -2.63
H 7.90 -0.60 -0.93
H 6.80 -2.04 0.81
H 4.30 -2.21 0.88
H -4.28 1.93 -0.08
H -4.53 2.84 2.20
H -2.54 3.15 3.65
H -0.30 2.36 2.86
H -0.08 1.28 0.66
H -2.86 4.05 -0.88
H -3.37 6.11 -2.13
H -2.92 6.23 -4.59
H -2.09 4.21 -5.79
H -1.70 2.11 -4.55
H -4.35 1.63 -3.48
H -6.10 -0.05 -4.02
H -6.11 -2.28 -2.89
H -4.47 -2.74 -1.06
H -2.70 -1.06 -0.55
C 3.65 -1.79 4.97
C 3.04 -0.84 3.98
O 2.33 -1.69 3.04
C 1.53 -0.99 2.21
C 0.50 -1.83 1.56
C 0.79 -3.20 1.12
O -0.04 -4.07 0.87
O 2.11 -3.49 1.05
C 2.39 -4.89 0.77
C 3.78 -5.13 1.29
C -0.83 -1.58 2.06
C -1.97 -2.20 1.47
C -3.25 -1.93 1.90
C -3.43 -0.99 2.92
N -4.61 -0.19 2.88
O -4.75 0.72 3.72
O -5.43 -0.41 1.95
C -2.34 -0.54 3.69
C -1.06 -0.77 3.22
O 1.61 0.23 2.09
H 4.28 -1.23 5.66
H 2.87 -2.29 5.55
H 4.26 -2.55 4.48
H 2.33 -0.15 4.46
H 3.79 -0.27 3.41
H 1.66 -5.52 1.28
H 2.30 -5.06 -0.32
H 4.06 -6.17 1.14
H 4.50 -4.48 0.79
H 3.81 -4.92 2.37
H -1.80 -2.93 0.68
H -4.12 -2.36 1.41
H -2.52 0.09 4.56
H -0.22 -0.30 3.74

# 2
10
Properties=species:S:1:pos:R:3 method="wB97M-V/def2-TZVPD" e_tot_ev=-7293.8537 relative_energy_kj_mol=179.0 homo_energy_ev=-8.81 mol_weight_g_mol=80.09 e_lumo_ev=-1.26 gap_ev=7.5 smiles="O=C1C=CC=C1"
O -0.22 1.71 -1.80
C -0.09 0.94 -0.94
C 0.16 -0.49 -1.08
C -0.14 -1.18 0.16
C -0.05 -0.21 1.24
C -0.13 1.03 0.66
H 0.38 -0.83 -2.16
H 0.26 -2.11 0.38
H 0.11 -0.63 2.20
H -0.29 1.80 1.33

# 3
7
Properties=species:S:1:pos:R:3 method="wB97M-V/def2-TZVPD" e_tot_ev=-25823.0820 relative_energy_kj_mol=63.7 homo_energy_ev=-9.41 mol_weight_g_mol=106.17 e_lumo_ev=-1.59 gap_ev=7.8 smiles="O=C(S)C=S"
O -0.03 1.63 -0.06
C -0.16 0.43 0.05
S -1.69 -0.47 -0.07
C 1.04 -0.56 0.02
S 2.59 -0.13 -0.06
H -2.42 0.63 0.07
H 0.66 -1.54 0.05

# 4
16
Properties=species:S:1:pos:R:3 method="wB97M-V/def2-TZVPD" e_tot_ev=-8299.2259 relative_energy_kj_mol=219.8 homo_energy_ev=-8.95 mol_weight_g_mol=90.13 e_lumo_ev=0.67 gap_ev=9.6 smiles="CC=O.NCN"
C 0.93 0.31 2.75
C 1.67 0.40 1.54
O 1.53 -0.36 0.56
H 1.28 1.08 3.50
H -0.18 0.30 2.60
H 1.21 -0.71 3.14
H 2.54 1.08 1.46
N -1.28 -0.31 -2.98
C -0.41 0.03 -1.74
N -1.25 0.00 -0.62
H -2.11 0.25 -3.14
H -1.62 -1.30 -2.98
H -0.06 1.02 -2.00
H 0.45 -0.64 -1.63
H -0.82 -0.27 0.20
H -1.88 -0.89 -0.64